(1)
ORCA calculation (wB97M-V/def2-TZVPD) on a 6-piece molecular cluster, C26H39BrN8O2P overall.

Geometry as XYZ:
```
77
Properties=species:S:1:pos:R:3
O -0.391 -4.578 -3.621
P -0.897 -3.800 -2.499
N -0.577 -2.053 -2.720
C 0.595 -1.518 -2.611
N 1.639 -2.298 -2.093
C 2.188 -1.537 -0.923
O 2.469 -0.209 -1.248
C 1.294 0.477 -1.625
C 1.614 1.936 -1.860
C 0.526 2.714 -2.600
C -0.821 2.621 -1.908
Br -2.194 3.537 -2.922
N 0.755 -0.162 -2.890
H -0.352 -3.971 -1.226
H -2.278 -3.670 -2.315
H -1.287 -1.448 -3.128
H 2.371 -2.394 -2.798
H 1.432 -1.591 -0.133
H 3.104 -2.015 -0.588
H 0.530 0.334 -0.853
H 2.556 1.975 -2.412
H 1.802 2.385 -0.883
H 0.825 3.762 -2.631
H 0.443 2.386 -3.636
H -0.800 3.090 -0.927
H -1.170 1.597 -1.801
H 1.515 -0.056 -3.567
N -3.200 3.164 2.085
C -2.707 3.735 0.942
C -1.666 4.551 1.298
C -1.526 4.470 2.711
C -2.489 3.612 3.168
H -3.996 2.553 2.115
H -3.147 3.531 -0.019
H -1.087 5.164 0.625
H -0.816 5.000 3.323
H -2.737 3.307 4.171
N -0.663 7.466 -7.262
C -0.391 6.674 -6.180
C -1.552 6.528 -5.466
C -2.562 7.263 -6.145
C -1.981 7.830 -7.248
H 0.004 7.748 -7.955
H 0.600 6.291 -6.009
H -1.669 5.961 -4.558
H -3.594 7.366 -5.856
H -2.394 8.460 -8.017
N 3.608 -4.943 -0.677
C 3.893 -5.572 0.506
C 4.753 -6.600 0.235
C 4.998 -6.592 -1.166
C 4.279 -5.561 -1.703
H 2.998 -4.156 -0.773
H 3.456 -5.230 1.430
H 5.168 -7.287 0.954
H 5.630 -7.271 -1.714
H 4.185 -5.226 -2.721
N -4.239 0.877 4.781
C -3.888 0.165 5.898
C -5.009 0.016 6.667
C -6.079 0.665 5.992
C -5.574 1.187 4.833
H -3.606 1.134 4.048
H -2.876 -0.168 6.052
H -5.059 -0.496 7.614
H -7.100 0.742 6.324
H -6.050 1.754 4.050
N 3.430 -5.902 4.144
C 2.815 -6.514 5.201
C 2.310 -5.535 6.015
C 2.640 -4.283 5.428
C 3.335 -4.543 4.276
H 3.908 -6.380 3.403
H 2.785 -7.586 5.285
H 1.772 -5.696 6.933
H 2.410 -3.306 5.819
H 3.788 -3.879 3.559
```

Lowest unoccupied orbital energy in Eh: -0.18732
Net charge: +1
Highest occupied orbital energy in eV: -9.78
Largest force on an atom in hartree/bohr: 0.006

=====

(2)
ORCA calculation (wB97M-V/def2-TZVPD) on C26H39CaO20 as an isolated structure in a non-equilibrium geometry.

Geometry as XYZ:
```
86
Properties=species:S:1:pos:R:3
Ca -2.044 2.639 -4.336
C -0.304 0.172 -1.343
C -0.893 1.164 -2.320
O -2.119 1.070 -2.622
O -0.161 2.058 -2.854
H -0.896 0.129 -0.427
H 0.751 0.324 -1.128
H -0.374 -0.803 -1.835
C -6.403 -0.584 2.793
C -4.985 -0.568 3.328
C -4.116 -1.741 2.789
O -3.256 -1.113 1.834
C -3.169 0.185 2.139
O -2.313 0.907 1.723
O -4.272 0.578 2.802
H -6.792 -1.598 2.698
H -6.371 -0.222 1.764
H -7.108 -0.008 3.389
H -4.912 -0.532 4.412
H -4.661 -2.524 2.269
H -3.553 -2.157 3.623
C 6.971 -0.709 1.624
C 5.730 0.017 1.113
C 5.806 0.500 -0.337
O 4.651 -0.104 -0.941
C 3.957 -0.789 -0.049
O 2.894 -1.304 -0.232
O 4.586 -0.831 1.139
H 6.991 -0.698 2.712
H 7.852 -0.196 1.233
H 7.047 -1.752 1.315
H 5.571 0.862 1.789
H 6.710 0.126 -0.824
H 5.835 1.570 -0.531
C -2.820 -2.667 -2.714
C -3.181 -2.343 -1.268
C -3.893 -0.969 -1.202
O -5.164 -1.243 -0.619
C -5.281 -2.561 -0.384
O -6.172 -3.051 0.219
O -4.231 -3.218 -0.896
H -3.714 -2.670 -3.340
H -2.287 -3.601 -2.882
H -2.207 -1.840 -3.090
H -2.277 -2.336 -0.661
H -4.007 -0.487 -2.168
H -3.314 -0.305 -0.562
C 1.667 0.571 2.214
C 1.412 -0.519 3.229
C 1.784 -0.142 4.681
O 0.584 -0.386 5.412
C -0.386 -0.787 4.615
O -1.511 -1.004 4.953
O -0.014 -0.681 3.314
H 2.733 0.758 2.067
H 1.181 1.514 2.461
H 1.261 0.241 1.254
H 1.872 -1.475 2.977
H 2.053 0.905 4.826
H 2.586 -0.770 5.070
C -1.417 3.750 0.344
C -0.009 4.181 0.720
C 1.034 3.896 -0.384
O 1.857 5.064 -0.385
C 1.230 6.052 0.244
O 1.630 7.163 0.379
O 0.069 5.608 0.795
H -1.609 2.722 0.662
H -1.561 3.754 -0.743
H -2.161 4.378 0.829
H 0.307 3.831 1.707
H 0.548 3.878 -1.355
H 1.572 2.983 -0.143
C 0.716 -2.858 -4.246
C 1.463 -1.575 -4.615
C 2.275 -0.862 -3.570
O 3.570 -0.681 -4.127
C 3.619 -1.359 -5.301
O 4.563 -1.390 -6.016
O 2.447 -1.967 -5.590
H 0.037 -2.623 -3.423
H 1.363 -3.646 -3.859
H 0.232 -3.254 -5.135
H 0.794 -0.867 -5.117
H 2.244 -1.303 -2.568
H 1.869 0.127 -3.321
```

Lowest unoccupied orbital energy in Eh: -0.22730
Net charge: +1
Highest occupied orbital energy in eV: -12.70
Largest force on an atom in hartree/bohr: 0.048

=====

(3)
ORCA calculation (wB97M-V/def2-TZVPD) on a 11-piece molecular cluster, C26H39FN11O overall in a non-equilibrium geometry.

Geometry as XYZ:
```
78
Properties=species:S:1:pos:R:3
O 8.301 2.348 0.885
C 7.336 2.320 -0.043
F 7.462 3.262 -1.215
C 6.005 1.340 0.001
N 4.765 2.205 0.042
C 4.563 3.516 0.429
C 2.966 3.763 0.143
C 2.711 2.732 -1.126
C 3.534 1.448 -0.454
H 6.051 0.500 0.816
H 5.986 0.784 -1.056
H 5.383 4.244 0.855
H 2.945 4.813 -0.420
H 2.207 3.765 1.039
H 1.608 2.435 -1.388
H 3.337 3.078 -2.054
H 3.688 0.484 -1.109
H 2.933 1.308 0.552
C -1.739 0.986 -1.201
C -0.458 0.534 -0.520
N 0.605 0.159 0.045
H -1.770 2.078 -1.251
H -1.784 0.582 -2.216
H -2.606 0.631 -0.637
C 9.040 -2.083 -0.020
C 7.761 -1.948 -0.830
N 6.700 -1.837 -1.503
H 9.660 -2.884 -0.432
H 9.602 -1.145 -0.052
H 8.799 -2.319 1.020
C 7.840 5.897 -3.500
C 6.561 6.032 -4.310
N 5.500 6.143 -4.983
H 8.460 5.096 -3.912
H 8.402 6.835 -3.532
H 7.599 5.661 -2.460
C 1.082 -3.160 0.747
C 0.255 -3.865 1.809
N -0.431 -4.450 2.690
H 2.107 -3.542 0.757
H 0.647 -3.335 -0.241
H 1.101 -2.084 0.942
C -4.434 -3.803 1.855
C -4.069 -2.421 1.338
N -3.766 -1.274 0.909
H -5.521 -3.919 1.872
H -4.003 -4.570 1.205
H -4.045 -3.936 2.868
C -8.635 -3.473 3.973
C -7.162 -3.114 4.079
N -5.940 -2.816 4.167
H -9.225 -2.573 3.777
H -8.787 -4.183 3.156
H -8.977 -3.926 4.908
C 1.664 6.295 -5.231
C 0.837 5.590 -4.169
N 0.151 5.005 -3.287
H 2.689 5.913 -5.221
H 1.229 6.120 -6.219
H 1.683 7.371 -5.036
C 6.922 -0.868 3.972
C 5.643 -0.733 3.162
N 4.582 -0.622 2.490
H 7.542 -1.669 3.560
H 7.484 0.070 3.941
H 6.681 -1.104 5.013
C -11.061 -1.981 0.731
C -11.529 -2.018 2.176
N -11.918 -2.050 3.375
H -11.109 -0.957 0.350
H -10.030 -2.338 0.663
H -11.700 -2.620 0.115
C -13.542 -5.727 -0.939
C -12.901 -4.467 -1.496
N -12.369 -3.421 -1.958
H -13.464 -5.734 0.152
H -14.598 -5.765 -1.221
H -13.035 -6.610 -1.338
```

Lowest unoccupied orbital energy in Eh: -0.16019
Net charge: +1
Highest occupied orbital energy in eV: -12.17
Largest force on an atom in hartree/bohr: 0.198